Record 1
DFT (wB97M-V/def2-TZVPD) results for a 16-piece molecular cluster, C21H29BrCl45NO4P overall in a non-equilibrium geometry.

net charge = -1
HOMO = -5.38 eV
orbital gap = 6.8430 eV

Last column: Löwdin charge in e.
Positions of all 102 atoms, in Å:
C -0.295 1.212 -2.126  -0.153
C -1.705 1.314 -2.689  -0.271
C -2.783 0.886 -1.718  -0.222
C -2.760 -0.585 -1.343  -0.334
O -1.695 -0.922 -0.499  -0.424
P -0.767 -2.274 -1.051  0.599
C 0.889 -1.462 -0.397  -0.314
C 0.918 -1.373 1.062  -0.836
O 1.445 -2.186 1.810  -0.040
Br 0.044 0.175 1.938  0.679
O 0.301 -3.626 -1.752  -0.367
N -0.239 -4.181 -2.867  -0.242
O 0.369 -3.911 -3.854  -0.020
H 0.146 0.249 -2.310  -0.006
H -0.245 1.476 -1.079  0.039
H 0.344 1.922 -2.652  0.030
H -1.758 0.777 -3.630  0.077
H -1.878 2.361 -2.934  0.081
H -2.782 1.493 -0.821  0.033
H -3.747 1.054 -2.199  0.110
H -3.695 -0.810 -0.820  0.105
H -2.774 -1.179 -2.264  0.097
H -0.608 -1.611 -2.328  0.026
H -1.929 -2.967 -1.499  -0.030
H -0.863 -2.965 0.213  0.025
H 1.718 -2.096 -0.660  0.043
H 1.061 -0.490 -0.836  0.047
C -0.055 4.963 0.402  -1.526
Cl -0.504 4.991 2.112  0.505
Cl 1.355 3.939 0.151  0.548
Cl -1.414 4.429 -0.581  0.568
H 0.202 5.972 0.108  0.011
C 0.518 0.605 -6.444  -1.523
Cl 0.905 -0.286 -4.985  0.593
Cl -0.394 2.068 -6.072  0.546
Cl 1.999 1.012 -7.334  0.525
H -0.090 -0.020 -7.084  0.012
C 3.539 3.775 -5.119  -1.553
Cl 3.146 5.256 -6.001  0.512
Cl 5.266 3.701 -4.763  0.497
Cl 2.590 3.652 -3.643  0.533
H 3.287 2.932 -5.750  -0.044
C 8.955 4.884 -2.997  -1.560
Cl 8.650 3.466 -4.003  0.505
Cl 7.632 6.040 -3.116  0.511
Cl 9.228 4.415 -1.317  0.528
H 9.853 5.362 -3.364  -0.028
C -3.773 -6.701 -1.371  -1.535
Cl -4.679 -5.948 -0.046  0.502
Cl -2.384 -5.723 -1.808  0.584
Cl -3.274 -8.340 -0.914  0.476
H -4.433 -6.774 -2.224  0.006
C -0.315 -9.096 1.895  -1.539
Cl -0.621 -8.267 3.422  0.496
Cl -1.666 -10.162 1.471  0.491
Cl 0.004 -7.933 0.615  0.535
H 0.564 -9.714 2.016  0.007
C 4.580 -3.973 3.017  -1.541
Cl 4.660 -3.687 4.757  0.516
Cl 5.661 -2.882 2.152  0.500
Cl 4.957 -5.658 2.644  0.512
H 3.567 -3.771 2.687  0.002
C -2.888 -6.835 6.788  -1.549
Cl -3.040 -6.715 8.545  0.514
Cl -3.265 -5.301 6.015  0.524
Cl -1.273 -7.376 6.334  0.500
H -3.598 -7.573 6.440  0.012
C 0.046 2.660 5.134  -1.536
Cl -0.436 2.724 6.836  0.517
Cl 1.483 1.668 4.944  0.535
Cl -1.302 2.097 4.137  0.467
H 0.290 3.665 4.816  -0.010
C -3.080 -1.127 3.892  -1.546
Cl -3.221 -2.518 2.825  0.551
Cl -4.637 -0.283 4.014  0.503
Cl -2.512 -1.608 5.490  0.524
H -2.355 -0.445 3.464  -0.078
C 9.356 6.974 -6.898  -1.543
Cl 8.249 5.722 -7.453  0.532
Cl 8.510 8.162 -5.910  0.519
Cl 10.707 6.263 -6.004  0.531
H 9.760 7.480 -7.764  0.008
C -7.523 -2.839 4.060  -1.566
Cl -7.583 -4.226 2.973  0.522
Cl -9.076 -1.996 4.088  0.511
Cl -7.047 -3.333 5.684  0.515
H -6.773 -2.153 3.688  -0.040
C 5.139 -0.391 -1.187  -1.527
Cl 4.330 -0.249 -2.751  0.524
Cl 5.876 1.151 -0.728  0.513
Cl 4.018 -0.946 0.045  0.597
H 5.930 -1.123 -1.283  0.011
C -5.085 3.064 1.975  -1.516
Cl -4.161 1.699 1.348  0.569
Cl -4.042 4.189 2.842  0.479
Cl -5.912 3.891 0.648  0.522
H -5.834 2.697 2.663  0.011
C -4.630 8.129 3.785  -1.545
Cl -5.091 8.161 5.489  0.521
Cl -3.199 7.132 3.539  0.492
Cl -5.968 7.562 2.784  0.521
H -4.390 9.140 3.484  0.008

***

Record 2
DFT (wB97M-V/def2-TZVPD) results for C4H5NO in the gas phase.

HOMO = -10.03 eV
orbital gap = 9.9546 eV
ΔE to the lowest compared entry with this formula, charge and spin = 83.8 kcal per mole

Last column: Löwdin charge in e.
Positions of all 11 atoms, in Å:
O 2.191 -1.063 0.107  0.068
C 1.151 -0.443 0.051  -0.508
N -0.099 -1.004 0.026  0.025
C -1.267 -0.202 -0.152  -0.102
C -0.028 1.809 0.101  0.161
C 1.048 1.052 0.048  -0.140
H -0.168 -1.982 0.270  0.152
H -2.128 -0.625 0.363  0.107
H -1.490 0.004 -1.204  0.107
H -1.186 0.836 0.345  0.017
H 1.976 1.619 0.045  0.113

***

Record 3
DFT (wB97M-V/def2-TZVPD) results for a 3-piece molecular cluster, C19H18BrClO11 overall in a non-equilibrium geometry.

HOMO = -9.59 eV
orbital gap = 7.7561 eV

Last column: Löwdin charge in e.
Positions of all 50 atoms, in Å:
C 3.829 0.216 0.773  -0.126
C 2.949 -0.181 -0.509  -0.375
C 3.013 1.055 -1.535  -0.090
C 1.470 -0.714 -0.179  -0.118
C 0.805 -0.101 1.138  -0.698
Br 1.333 -0.876 2.915  0.796
O 0.802 1.343 0.987  -0.024
C -0.335 1.615 0.133  -0.377
O -0.550 2.629 -0.540  0.135
O -1.294 0.519 0.111  -0.017
C -0.812 -0.305 1.195  -0.570
Cl -1.455 0.443 2.781  0.592
H 4.054 -0.706 1.431  0.071
H 3.302 0.994 1.429  0.073
H 4.840 0.647 0.423  0.091
H 3.505 -1.056 -1.022  0.134
H 3.924 0.863 -2.221  0.088
H 3.296 1.997 -0.932  0.090
H 2.090 1.194 -2.187  0.073
H 1.542 -1.852 -0.038  0.129
H 0.820 -0.538 -1.120  0.141
H -1.186 -1.394 1.213  0.135
C -0.336 3.828 -3.508  0.076
C -1.624 4.062 -3.773  -0.216
C -2.106 4.255 -5.171  -0.313
O -3.292 4.449 -5.378  0.109
C -1.117 4.207 -6.253  0.075
C 0.170 3.976 -5.987  -0.223
C 0.648 3.756 -4.592  -0.311
O 1.829 3.529 -4.389  0.103
O 1.100 3.931 -6.980  0.091
O -2.549 4.134 -2.778  0.099
H 0.027 3.684 -2.499  0.111
H -1.477 4.366 -7.261  0.136
H 1.949 3.749 -6.532  0.115
H -3.399 4.310 -3.227  0.116
C -1.734 -5.854 4.761  0.079
C -0.966 -5.275 3.835  -0.218
C -1.011 -3.804 3.597  -0.307
O -0.280 -3.307 2.755  -0.006
C -1.948 -3.007 4.394  0.077
C -2.719 -3.586 5.317  -0.216
C -2.654 -5.053 5.574  -0.311
O -3.359 -5.545 6.438  0.116
O -3.595 -2.860 6.062  0.102
O -0.108 -6.006 3.070  0.096
H -1.709 -6.920 4.945  0.138
H -1.984 -1.943 4.199  0.094
H -4.029 -3.505 6.655  0.118
H 0.330 -5.360 2.483  0.115

***

Record 4
DFT (wB97M-V/def2-TZVPD) results for C33H50CdN6O8 as an isolated structure.

HOMO = -7.75 eV
orbital gap = 8.2196 eV

Last column: Löwdin charge in e.
Positions of all 98 atoms, in Å:
Cd 2.435 0.209 0.651  1.487
C -2.301 -4.946 1.953  -0.046
C -1.819 -3.508 1.733  -0.361
C -2.988 -2.615 1.327  -0.103
C -2.794 -1.093 1.405  -0.479
C -4.142 -0.456 1.064  -0.030
C -2.337 -0.656 2.794  -0.010
N -1.724 -0.640 0.422  0.119
C -1.721 0.821 0.068  -0.093
C -2.288 1.011 -1.328  -0.176
N -1.349 0.527 -2.300  -0.142
C -0.195 1.383 -2.492  -0.093
C 1.127 0.857 -1.934  -0.667
O 2.153 1.428 -2.280  0.025
O 1.043 -0.102 -1.075  -0.172
C -1.912 -0.109 -3.488  -0.356
C -2.598 0.877 -4.436  -0.040
C -0.829 -0.919 -4.200  -0.097
C -0.565 -2.348 -3.685  -0.559
C -1.644 -3.276 -4.242  -0.036
C 0.814 -2.760 -4.219  -0.037
N -0.624 -2.385 -2.205  0.019
C -0.079 -3.620 -1.626  -0.189
C -0.907 -4.129 -0.458  -0.178
N -0.722 -3.371 0.774  -0.124
C 0.615 -3.495 1.335  -0.089
C 1.362 -2.178 1.246  -0.680
O 2.543 -2.145 0.839  -0.064
O 0.722 -1.142 1.614  -0.135
H -3.004 -4.983 2.789  0.082
H -1.463 -5.605 2.189  0.084
H -2.808 -5.343 1.071  0.078
H -1.445 -3.151 2.695  0.133
H -3.827 -2.838 1.992  0.126
H -3.320 -2.886 0.317  0.126
H -4.902 -0.904 1.705  0.093
H -4.430 -0.645 0.028  0.088
H -4.161 0.617 1.244  0.084
H -3.021 -1.060 3.542  0.100
H -2.347 0.433 2.878  0.092
H -1.324 -0.995 3.010  0.076
H -0.790 -0.888 0.821  0.099
H -1.751 -1.200 -0.444  0.142
H -0.688 1.158 0.129  0.098
H -2.295 1.374 0.806  0.114
H -2.565 2.070 -1.453  0.130
H -3.209 0.430 -1.427  0.112
H -0.351 2.346 -1.991  0.135
H -0.036 1.627 -3.543  0.121
H -2.666 -0.812 -3.119  0.129
H -1.878 1.578 -4.868  0.080
H -3.364 1.457 -3.915  0.073
H -3.079 0.344 -5.260  0.080
H 0.113 -0.365 -4.170  0.117
H -1.092 -1.000 -5.258  0.123
H -1.577 -3.325 -5.331  0.086
H -2.638 -2.913 -3.969  0.079
H -1.543 -4.294 -3.859  0.074
H 0.880 -2.558 -5.292  0.088
H 1.013 -3.823 -4.072  0.076
H 1.597 -2.187 -3.716  0.095
H -0.095 -1.589 -1.844  0.072
H 0.972 -3.493 -1.338  0.125
H -0.095 -4.417 -2.370  0.101
H -0.713 -5.202 -0.306  0.122
H -1.951 -4.024 -0.764  0.113
H 1.195 -4.278 0.842  0.127
H 0.561 -3.753 2.398  0.133
N 4.205 0.855 6.974  0.113
C 3.981 0.612 5.641  -0.325
C 4.411 1.505 4.658  -0.015
C 4.119 1.243 3.336  -0.132
N 3.443 0.163 2.925  0.000
C 3.045 -0.694 3.868  -0.138
C 3.283 -0.522 5.215  -0.017
H 4.896 1.540 7.221  0.095
H 4.104 0.092 7.619  0.094
H 4.962 2.398 4.924  0.110
H 4.427 1.927 2.556  0.097
H 2.513 -1.570 3.521  0.095
H 2.934 -1.259 5.928  0.108
O 3.466 2.185 0.505  -0.129
C 2.356 2.799 0.593  -0.644
O 1.293 2.226 0.959  -0.093
C 2.308 4.249 0.237  -0.135
C 3.452 4.895 -0.206  -0.008
C 3.430 6.245 -0.572  0.021
C 2.222 6.887 -0.475  -0.219
O 1.938 8.192 -0.772  0.030
C 0.538 8.360 -0.532  -0.130
O 0.025 7.123 -0.039  0.026
C 1.082 6.245 -0.037  -0.206
C 1.084 4.929 0.329  0.072
H 4.365 4.321 -0.282  0.117
H 4.313 6.759 -0.923  0.118
H 0.039 8.617 -1.466  0.133
H 0.391 9.139 0.216  0.133
H 0.199 4.416 0.677  0.126

***

Record 5
DFT (wB97M-V/def2-TZVPD) results for a 2-piece molecular cluster, C4H14BFNO overall in a non-equilibrium geometry.

net charge = +1
HOMO = -11.46 eV
orbital gap = 5.9584 eV

Last column: Löwdin charge in e.
Positions of all 22 atoms, in Å:
N 3.905 -0.480 0.747  -0.005
C 2.556 -0.328 0.127  -0.290
C 1.686 0.659 0.898  -0.201
C 0.459 1.085 0.063  -0.211
C -0.474 -0.087 -0.354  -0.148
B -1.595 -0.399 0.693  -0.317
F -1.364 -0.862 1.888  0.197
H 3.920 -1.416 1.143  0.062
H 4.552 -0.539 -0.036  0.061
H 2.677 0.012 -0.906  0.115
H 2.081 -1.314 0.080  0.100
H 1.376 0.285 1.877  0.114
H 2.277 1.569 1.027  0.114
H -0.081 1.914 0.527  0.110
H 0.871 1.490 -0.868  0.107
H 0.089 -0.982 -0.633  0.097
H -0.992 0.236 -1.269  0.083
H -2.740 -0.161 0.423  0.054
O -4.599 -0.175 -1.273  0.333
H -4.874 0.767 -1.321  0.209
H -4.550 -0.583 -2.164  0.210
H -5.178 -0.691 -0.670  0.207

***

Record 6
DFT (wB97M-V/def2-TZVPD) results for C19H16MnN4O3 as an isolated structure.

net charge = +2
HOMO (alpha / beta) = -14.43 / -14.43 eV
orbital gap (alpha / beta) = 5.1631 / 6.1480 eV
ΔE to the lowest compared entry with this formula, charge and spin = 4.7 kcal per mole
2S+1 = 2

Last column: Löwdin charge in e.
Positions of all 43 atoms, in Å:
Mn -0.995 -1.377 -0.023  0.902
O 2.469 -2.174 1.435  0.227
C 1.304 -2.018 1.328  -0.444
O 0.668 -1.836 0.130  -0.078
C 0.275 -2.014 2.411  -0.145
C 0.572 -2.286 3.726  0.071
C -0.468 -2.289 4.649  0.030
C -1.753 -2.018 4.206  0.012
C -1.968 -1.749 2.864  -0.070
N -0.972 -1.742 1.972  0.036
H 1.599 -2.492 3.996  0.151
H -0.279 -2.505 5.692  0.139
H -2.594 -2.017 4.885  0.133
H -2.960 -1.535 2.505  0.100
C -4.431 -1.332 0.249  0.038
C -3.022 -1.399 -0.161  -0.188
O -2.499 -1.455 -1.239  0.130
H -4.787 -2.366 0.334  0.139
H -4.996 -0.834 -0.542  0.129
H -4.555 -0.832 1.205  0.098
C -0.751 2.687 0.932  0.005
C -0.991 1.341 1.056  -0.065
N -0.856 0.527 -0.014  -0.036
C -0.442 1.007 -1.197  -0.035
C -0.132 2.349 -1.383  -0.162
C -0.329 3.192 -0.295  0.056
C 0.349 2.863 -2.680  -0.025
C 1.388 2.436 -3.401  0.003
C 2.395 1.402 -3.093  -0.258
C 3.554 1.362 -3.855  0.017
C 4.509 0.417 -3.514  -0.085
N 4.339 -0.421 -2.500  0.109
C 3.196 -0.307 -1.838  -0.178
N 2.207 0.550 -2.074  0.125
H -0.880 3.334 1.788  0.131
H -1.300 0.889 1.985  0.118
H -0.337 0.305 -2.016  0.138
H -0.120 4.250 -0.397  0.144
H -0.195 3.725 -3.051  0.127
H 1.586 2.977 -4.318  0.122
H 3.711 2.045 -4.678  0.122
H 5.438 0.333 -4.066  0.125
H 3.055 -0.993 -1.011  0.096

***

Record 7
DFT (wB97M-V/def2-TZVPD) results for C20H19MgOP as an isolated structure in a non-equilibrium geometry.

HOMO (alpha / beta) = -6.96 / -6.22 eV
orbital gap (alpha / beta) = 6.0813 / 4.9709 eV
ΔE to the lowest compared entry with this formula, charge and spin = 47.9 kcal per mole

Last column: Löwdin charge in e.
Positions of all 42 atoms, in Å:
Mg 1.617 2.223 -0.217  0.528
C 1.225 2.916 -4.042  -0.169
H 1.659 2.017 -3.460  -0.036
H 1.259 3.719 -3.236  -0.064
H 0.019 2.755 -4.329  0.063
H 1.925 3.191 -4.951  0.038
H 2.795 3.253 -1.875  -0.065
O 2.802 -0.104 -1.182  0.001
C 1.596 -0.037 -1.299  -0.269
C 0.723 -1.148 -1.638  -0.227
C 1.106 -2.069 -2.614  -0.031
C 0.299 -3.145 -2.954  -0.073
C -0.971 -3.302 -2.344  -0.072
C -1.401 -2.368 -1.394  -0.092
C -0.561 -1.261 -1.049  -0.359
P -1.257 -0.054 0.060  1.075
C -1.532 -1.083 1.536  -0.386
C -2.649 -0.827 2.367  -0.090
C -2.766 -1.535 3.567  -0.090
C -1.841 -2.529 3.915  -0.088
C -0.770 -2.804 3.066  -0.085
C -0.644 -2.132 1.847  -0.106
C -0.204 1.248 0.782  -0.428
C 0.898 0.935 1.665  -0.096
C 1.720 2.013 1.977  -0.129
C 1.435 3.323 1.493  -0.192
C 0.184 3.621 0.905  -0.129
C -0.703 2.585 0.687  -0.119
H 2.057 -1.889 -3.108  0.120
H 0.655 -3.821 -3.741  0.107
H -1.579 -4.178 -2.646  0.111
H -2.405 -2.528 -0.954  0.116
H -3.386 -0.064 2.076  0.103
H -3.600 -1.295 4.227  0.102
H -1.928 -3.038 4.882  0.105
H -0.026 -3.552 3.341  0.105
H 0.168 -2.431 1.176  0.112
H 1.139 -0.129 2.045  0.159
H 2.781 1.797 2.257  0.147
H 2.064 4.193 1.731  0.134
H -0.145 4.668 0.883  0.137
H -1.760 2.867 0.549  0.129

***

Record 8
DFT (wB97M-V/def2-TZVPD) results for C23H29NO3 in the gas phase.

HOMO = -7.83 eV
orbital gap = 8.5068 eV
ΔE to the lowest compared entry with this formula, charge and spin = 37.8 kcal per mole

Last column: Löwdin charge in e.
Positions of all 56 atoms, in Å:
C -2.995 -3.861 -5.584  -0.095
H -2.386 -4.748 -5.381  0.095
O -2.218 -2.688 -5.576  -0.091
C -1.569 -2.348 -4.425  -0.283
C -0.811 -1.177 -4.477  -0.001
C -0.116 -0.745 -3.371  -0.012
C -0.156 -1.469 -2.180  -0.214
C -0.910 -2.634 -2.126  -0.002
C -1.610 -3.069 -3.239  -0.015
H -2.184 -3.979 -3.159  0.103
H -0.948 -3.202 -1.212  0.101
N 0.575 -0.977 -1.091  0.145
C 0.693 -1.494 0.163  -0.472
O 0.181 -2.528 0.534  0.074
C 1.568 -0.650 1.078  -0.020
H 1.994 -1.344 1.804  0.124
H 2.394 -0.243 0.495  0.106
C 0.826 0.505 1.822  -0.373
C -0.692 0.476 1.573  -0.101
C -1.375 -0.412 2.609  -0.169
O -1.340 0.174 3.890  -0.088
C -0.095 0.760 4.276  -0.550
C 0.215 0.238 5.688  -0.021
H 1.132 0.680 6.068  0.086
H -0.605 0.491 6.353  0.085
H 0.319 -0.844 5.675  0.087
C -0.269 2.284 4.359  -0.013
H -0.619 2.698 3.418  0.067
H 0.670 2.759 4.631  0.089
H -1.013 2.515 5.116  0.086
C 1.055 0.336 3.346  -0.071
H 1.955 0.873 3.649  0.132
H 1.226 -0.722 3.554  0.120
H -0.916 -1.409 2.612  0.125
H -2.437 -0.526 2.379  0.132
H -1.107 1.479 1.685  0.112
H -0.935 0.130 0.570  0.117
C 1.434 1.856 1.363  -0.092
C 1.353 2.118 -0.115  -0.231
C 0.187 2.595 -0.705  -0.034
C 0.123 2.832 -2.067  -0.074
C 1.231 2.605 -2.868  -0.111
C 2.405 2.150 -2.293  -0.084
C 2.463 1.910 -0.930  -0.063
H 3.396 1.580 -0.493  0.115
H 3.281 1.985 -2.904  0.107
H 1.184 2.798 -3.929  0.106
H -0.792 3.201 -2.505  0.108
H -0.679 2.801 -0.095  0.111
H 0.927 2.664 1.892  0.115
H 2.485 1.872 1.664  0.126
H 1.049 -0.101 -1.270  0.112
H 0.466 0.165 -3.423  0.090
H -0.785 -0.622 -5.401  0.117
H -3.410 -3.933 -6.588  0.091
H -3.813 -3.807 -4.858  0.095

***

The records above give, respectively, E_tot values of -24797.1758, -285.2810, -4596.5781, -2385.8012, -415.2175, -2328.7274, -1389.9738, -1174.3162 a.u..